C3H4N2O2 as an isolated structure at a distorted geometry, computed with ωB97M-V with the def2-TZVPD basis set.

```
! RIJCOSX wB97M-V def2-TZVPD def2/J DEFGRID3
* xyz 0 1
O 0.1308 -0.1379 2.4213
O -0.1755 -2.1355 1.5509
N -0.0027 -0.9412 1.5242
N 0.0421 -0.3522 0.2409
C -0.2085 0.6485 -1.4447
C -0.4196 -0.6275 -1.0398
C 0.3382 1.0465 -0.0941
H 1.5052 1.3044 -0.1783
H -0.1750 1.1760 -2.3256
H -0.7450 -1.6008 -1.2289
H -0.2900 1.6196 0.5742
*
```

HOMO energy = -9.10 eV
energy relative to the best compared isomer or geometry (same formula, charge and spin) = 693.5 kJ/mol